# 1
The following is a DFT calculation (wB97M-V/def2-TZVPD) of an isolated molecule of C18H17N3O3 at a distorted geometry.

```
41
Properties=species:S:1:pos:R:3:forces:R:3
C 3.849987 2.438512 -2.444263 0.4 1.0 0.7
N 2.669978 1.599498 -2.389758 -0.8 -0.2 0.5
C 1.960172 1.329239 -3.668562 -0.8 0.3 0.9
C 1.994137 1.479309 -1.158481 -0.7 -0.2 -1.6
C 0.764778 0.905503 -1.033375 0.6 -0.6 0.4
C 0.075035 0.699238 0.247460 0.4 0.4 -1.3
C 0.093939 1.522544 1.339977 -1.4 -2.2 1.4
N 0.633179 2.810680 1.532882 0.5 1.3 -0.4
O 1.149037 3.094647 2.618172 -0.6 -0.4 -0.8
O 0.531857 3.603601 0.595082 0.3 -0.3 0.6
C -0.687854 0.828003 2.363901 0.3 0.5 0.2
C -1.008338 1.119186 3.681054 -0.3 -0.3 1.3
C -1.738912 0.205302 4.450519 0.3 0.3 -1.1
C -2.207996 -0.987011 3.871208 0.7 0.0 1.4
O -2.791044 -1.957539 4.686328 0.2 0.7 0.2
C -1.927495 -1.270150 2.554947 -0.4 -0.7 -0.6
C -1.169581 -0.367424 1.805953 -0.4 0.6 1.0
N -0.732362 -0.433292 0.511463 1.0 2.0 0.3
C -1.009075 -1.476397 -0.358683 -0.3 -0.7 -1.2
C -2.307463 -1.678055 -0.831446 -0.3 0.3 0.3
C -2.608732 -2.728527 -1.699777 -0.7 0.4 -0.2
C -1.592556 -3.542008 -2.136510 1.1 -0.5 -0.2
C -0.287452 -3.302591 -1.693033 0.8 -0.6 -0.5
C 0.024855 -2.269902 -0.806647 0.0 -1.0 -0.7
H 4.513742 2.219658 -1.595394 -0.2 -0.1 -0.2
H 3.622202 3.534122 -2.341310 0.0 -0.8 -0.4
H 4.454820 2.280046 -3.346862 -0.5 -0.1 0.2
H 0.885821 1.653274 -3.580895 0.9 -0.2 0.0
H 1.949908 0.258420 -3.943763 0.2 0.4 0.2
H 2.396669 1.908801 -4.489044 0.1 -0.2 0.3
H 2.444947 1.921197 -0.276812 0.4 0.0 -0.3
H 0.359063 0.377694 -1.873332 -0.3 -0.1 -0.3
H -0.647236 2.008042 4.193220 0.1 -0.1 -0.4
H -1.887195 0.394914 5.501035 -0.2 0.1 0.2
H -2.662840 -1.702229 5.633482 -0.2 -0.2 -1.3
H -2.273837 -2.208806 2.130735 0.1 0.1 0.0
H -3.054259 -0.954862 -0.490920 0.0 -0.4 -0.2
H -3.610587 -2.895485 -2.125323 0.4 0.3 0.6
H -1.757538 -4.366007 -2.845605 -0.1 0.5 0.4
H 0.532623 -3.946956 -2.082932 -0.7 0.6 0.4
H 1.055601 -2.104189 -0.504687 -0.2 0.0 0.1
```
Positions in Å, forces in eV/Å.

HOMO-LUMO gap: 7.449 eV
Strongest force on any atom: 3.0 eV Å⁻¹
HOMO level: -7.4539 eV
ΔE to the lowest compared entry with this formula, charge and spin: 567.8 kJ/mol
Charge: 0

=====

# 2
The following is a DFT calculation (wB97M-V/def2-TZVPD) of an isolated molecule of C18H17N3O4.

```
42
Properties=species:S:1:pos:R:3:forces:R:3
C -5.678904 -1.683978 -0.152298 0.0 -0.1 0.0
O -5.720585 -0.274663 -0.066863 -0.1 0.2 -0.2
C -4.517037 0.317077 0.340450 0.2 0.0 0.0
C -3.460376 0.351858 -0.785851 -0.6 -0.3 0.1
N -2.265986 1.050933 -0.385130 0.1 0.5 0.3
C -1.050520 0.574482 -0.053187 -0.2 -0.7 -0.2
C -0.733918 -0.759515 0.092998 0.6 0.7 -0.1
N -1.728039 -1.788933 0.244056 -0.2 -0.3 -0.1
O -2.485222 -1.675700 1.191717 -0.2 -0.1 0.3
O -1.736441 -2.709601 -0.538241 -0.1 -0.1 -0.2
C 0.624076 -1.271279 0.157580 -0.2 0.1 0.0
O 0.911781 -2.444881 0.252268 0.0 -0.1 0.0
N 1.616891 -0.294488 0.097297 0.2 -0.4 0.0
C 2.959303 -0.779056 0.013977 0.4 -0.2 0.0
C 3.519263 -1.457181 1.085355 0.0 0.2 -0.1
C 4.806416 -1.954494 0.978324 0.0 0.0 0.1
C 5.529351 -1.773057 -0.188297 0.1 0.0 0.0
C 4.963706 -1.097431 -1.257100 0.1 0.0 0.0
C 3.675347 -0.603493 -1.162140 -0.2 0.0 0.1
C 1.362944 1.050360 0.141864 -0.3 0.6 0.1
C 2.422894 1.959624 0.268037 0.1 0.0 0.0
C 2.186992 3.310997 0.339406 -0.1 -0.1 0.0
C 0.883654 3.794336 0.298201 -0.1 0.1 0.0
C -0.166761 2.915501 0.173916 0.0 -0.1 0.0
C 0.039507 1.532760 0.081465 0.5 0.1 0.0
H -5.217858 -2.117134 0.740404 0.0 0.0 0.0
H -5.129262 -2.024136 -1.036126 0.0 0.0 0.0
H -6.712711 -2.014714 -0.229098 0.0 -0.1 0.0
H -4.772360 1.342927 0.623066 0.1 0.0 0.0
H -4.100582 -0.203929 1.212300 -0.1 0.2 -0.1
H -3.891229 0.876488 -1.645449 0.1 -0.1 0.1
H -3.217684 -0.659020 -1.110253 0.0 0.1 -0.1
H -2.353230 2.053916 -0.405733 0.1 -0.2 0.0
H 2.944513 -1.601154 1.986661 -0.1 0.0 0.1
H 5.243338 -2.487546 1.808967 0.0 -0.1 0.1
H 6.532516 -2.163882 -0.268399 0.1 0.0 0.0
H 5.522449 -0.962010 -2.170948 0.0 0.0 -0.1
H 3.219616 -0.084305 -1.992646 -0.1 0.0 -0.1
H 3.431740 1.582885 0.326866 0.0 0.0 0.0
H 3.014799 3.995342 0.442229 0.1 0.0 0.0
H 0.694893 4.853750 0.371886 0.0 0.1 0.0
H -1.167289 3.322339 0.178487 -0.1 0.0 0.0
```
Positions in Å, forces in eV/Å.

HOMO-LUMO gap: 8.514 eV
Strongest force on any atom: 0.9 eV Å⁻¹
HOMO level: -8.6971 eV
ΔE to the lowest compared entry with this formula, charge and spin: 299.9 kJ/mol
Charge: 0

=====

# 3
The following is a DFT calculation (wB97M-V/def2-TZVPD) of an isolated molecule of C18H17N3O5.

```
43
Properties=species:S:1:pos:R:3:forces:R:3
C -3.613240 -1.666143 2.822495 -0.1 -0.3 0.3
O -3.652577 -0.702795 1.792918 0.1 0.1 -0.3
C -2.531606 -0.011289 1.434799 0.1 0.1 0.0
C -2.778389 1.126948 0.672401 0.1 -0.2 0.1
C -1.759557 1.916969 0.183754 0.2 0.0 0.1
C -0.442667 1.584161 0.470081 -0.3 -0.2 0.3
N 0.579792 2.352718 -0.113489 -0.2 0.4 0.0
C 1.908610 2.069685 -0.153325 0.3 0.6 -0.2
O 2.461120 1.263888 0.564126 0.1 -0.2 0.1
C 2.657017 2.797017 -1.268673 0.1 -0.2 0.1
C 2.234185 2.192448 -2.628271 0.1 0.1 -0.1
N 1.709175 0.856077 -2.438844 0.2 0.3 -0.3
C 0.348747 0.604966 -2.373838 -0.2 0.1 -0.3
O -0.511590 1.379885 -2.708872 -0.1 -0.1 0.0
C 0.226178 -0.764664 -1.812931 0.3 -0.7 0.3
C -0.875193 -1.507060 -1.444867 0.3 0.1 -0.1
C -0.601745 -2.738776 -0.845017 -0.4 0.3 -0.1
N 0.612376 -3.209844 -0.633553 0.2 -0.5 0.2
C 1.669440 -2.497119 -1.002414 0.3 0.4 -0.2
C 1.517213 -1.257690 -1.593646 -0.7 -0.2 0.1
C 2.492923 -0.222886 -2.016834 0.0 -0.1 -0.1
O 3.691103 -0.248709 -2.041387 0.1 0.0 0.1
C -0.175177 0.464602 1.248541 0.2 -0.1 0.1
C -1.195539 -0.349821 1.720973 -0.3 0.0 0.0
O -0.950477 -1.490259 2.437836 -0.4 0.3 -0.2
C 0.379784 -1.815050 2.766910 0.3 -0.1 0.0
H -3.169112 -1.261418 3.734527 0.0 0.0 0.0
H -3.064984 -2.561315 2.522797 -0.1 0.1 0.1
H -4.656040 -1.922367 3.010238 0.1 0.0 0.0
H -3.807934 1.365967 0.459733 -0.1 0.0 0.0
H -1.986759 2.774498 -0.430122 0.0 0.1 -0.1
H 0.234764 3.060957 -0.747806 0.2 -0.1 0.0
H 2.457943 3.867957 -1.248738 0.0 0.1 0.0
H 3.719897 2.624838 -1.100809 -0.1 0.1 0.1
H 1.433939 2.772759 -3.094253 0.1 -0.1 0.0
H 3.089502 2.144019 -3.304850 -0.1 0.1 0.0
H -1.880866 -1.147052 -1.586681 -0.1 0.0 0.0
H -1.407793 -3.375447 -0.506049 -0.1 0.0 0.0
H 2.640725 -2.926206 -0.800531 0.1 0.0 0.0
H 0.850465 0.219868 1.459052 0.0 0.0 0.0
H 0.853948 -1.025608 3.356941 0.0 0.0 0.0
H 0.312717 -2.723551 3.363513 0.1 0.1 0.0
H 0.979681 -2.015158 1.874164 0.0 0.0 0.0
```
Positions in Å, forces in eV/Å.

HOMO-LUMO gap: 7.185 eV
Strongest force on any atom: 0.8 eV Å⁻¹
HOMO level: -7.8513 eV
ΔE to the lowest compared entry with this formula, charge and spin: 69.9 kJ/mol
Charge: 0

=====

# 4
The following is a DFT calculation (wB97M-V/def2-TZVPD) of a structure of composition C18H17NPdS2.

```
39
Properties=species:S:1:pos:R:3:forces:R:3
Pd 0.433429 0.396452 0.534186 0.2 0.2 -0.8
S 2.169890 -2.238369 -2.840746 -0.1 0.1 0.0
C 0.634212 -1.672166 -3.386672 0.0 0.0 0.0
C -0.003337 -0.917195 -2.449112 0.1 0.0 0.0
C 0.715583 -0.738150 -1.209586 -0.1 0.0 -0.1
C 1.910011 -1.415543 -1.308771 0.0 0.0 0.1
C 2.840308 -1.454360 -0.216368 0.0 0.0 0.1
C 4.130663 -2.010574 -0.278686 -0.1 0.0 0.1
C 4.931493 -1.989957 0.841127 0.0 0.0 0.1
C 4.445958 -1.417735 2.019364 0.0 0.0 0.0
C 3.166750 -0.882613 1.999080 0.1 -0.1 -0.1
N 2.381917 -0.888494 0.927218 -0.1 0.1 0.1
H 0.290215 -1.928772 -4.379503 0.0 0.0 0.0
H -0.974548 -0.473482 -2.632683 0.0 0.0 0.0
H 4.479543 -2.439466 -1.210146 0.0 0.0 0.0
H 5.930786 -2.411852 0.804107 0.0 0.0 0.0
H 5.039243 -1.383257 2.924560 0.0 0.0 0.0
H 2.738271 -0.419785 2.881155 0.0 0.0 0.0
C -2.355399 -1.420111 0.961034 0.0 0.0 0.0
S -1.124583 -1.774302 2.227868 -0.1 -0.2 0.1
C -1.772780 -3.398657 2.715664 0.0 0.0 0.0
H -3.360567 -1.463884 1.388731 0.0 0.0 0.0
H -2.260913 -2.125164 0.133137 0.0 0.0 0.0
H -2.138187 -0.410502 0.606256 0.0 0.0 0.0
H -1.745510 -4.101070 1.879077 0.0 0.0 0.0
H -2.799626 -3.332117 3.085707 0.0 0.0 0.0
H -1.140731 -3.789101 3.514063 0.0 0.0 0.0
C -0.730236 1.829619 0.500201 0.2 -0.1 0.4
C -1.426203 2.806135 -0.137603 -0.2 0.0 -0.1
C -1.813487 2.749415 -1.547121 0.1 -0.1 0.1
C -2.565551 3.728812 -2.138244 0.0 0.0 -0.1
C -3.022077 4.872136 -1.451562 0.0 0.0 0.0
C -2.641029 4.966626 -0.097176 0.0 0.1 0.0
C -1.892144 4.014420 0.540109 0.1 -0.1 0.0
H -1.471423 1.901808 -2.131210 0.0 0.0 0.0
H -2.810038 3.611166 -3.194325 0.0 0.0 0.0
H -3.608582 5.641191 -1.939651 0.0 0.0 0.0
H -2.950751 5.837975 0.481039 0.0 0.0 0.0
H -1.630570 4.140922 1.585482 0.0 0.0 0.0
```
Positions in Å, forces in eV/Å.

HOMO-LUMO gap (spin up / spin down): 2.584 / 2.585 eV
Strongest force on any atom: 0.8 eV Å⁻¹
HOMO level (spin up / spin down): 1.8990 / 1.8979 eV
ΔE to the lowest compared entry with this formula, charge and spin: 212.1 kJ/mol
Charge: -2

=====

no.,electronic energy (a.u.)
1,-1085.980019
2,-1161.253636
3,-1236.621133
4,-1674.932921